# C51H68NO4Se2Y

A molecular structure, C51H68NO4Se2Y (ωB97M-V/def2-TZVPD, the OMol25 dataset).

LUMO energy (eV): 3.8
Total charge: -2

Last column: Löwdin charge in e.
Element x y z (Å)
Y1 -0.5686 0.3678 -0.7342  1.29
C1 2.8911 0.7938 2.5292  -0.09
C2 3.7167 0.9979 1.4341  -0.10
C3 4.0180 -0.0554 0.5823  -0.10
C4 3.4899 -1.3138 0.8301  -0.10
C5 2.6542 -1.5169 1.9220  -0.11
C6 2.3556 -0.4630 2.7743  -0.10
H1 2.6262 1.6252 3.1705  0.09
H2 4.0869 1.9908 1.2127  0.10
H3 4.6174 0.1145 -0.3034  0.10
H4 3.6920 -2.1270 0.1458  0.10
H5 2.2097 -2.4910 2.0905  0.09
H6 1.6709 -0.6082 3.6017  0.10
C7 -2.8899 1.3995 7.1756  -0.08
C8 -2.7555 0.1617 6.2880  -0.56
C9 -4.1665 -0.3599 5.9790  -0.05
C10 -1.9880 -0.9086 7.0765  -0.06
C11 -2.0280 0.4656 4.9800  -0.19
C12 -1.8221 -0.5494 4.0503  -0.08
C13 -1.2235 -0.2858 2.8379  -0.39
Se1 -1.0329 -1.7015 1.5539  1.13
C14 -2.8862 -1.9055 1.1130  -0.38
C15 -3.6385 -2.8771 1.7476  -0.09
C16 -4.9978 -3.0101 1.4967  -0.19
C17 -5.5572 -2.1223 0.5748  0.01
C18 -4.8381 -1.1373 -0.0888  -0.08
C19 -3.4435 -1.0071 0.1718  -0.36
O1 -2.7245 -0.0989 -0.4054  -0.23
C20 -5.4968 -0.2047 -1.1080  -0.53
C21 -7.0005 -0.4635 -1.2340  -0.09
C22 -4.8654 -0.4289 -2.4905  -0.03
C23 -5.3153 1.2639 -0.6891  -0.04
C24 -5.8041 -4.0853 2.2240  -0.56
C25 -5.2352 -5.4730 1.8956  -0.06
C26 -5.7232 -3.8585 3.7406  -0.06
C27 -7.2799 -4.0728 1.8240  -0.08
C28 -0.7703 1.0053 2.4648  -0.38
O2 -0.2540 1.1961 1.2893  -0.27
C29 -0.9291 2.0363 3.4265  -0.08
C30 -1.5624 1.7284 4.6307  0.00
C31 -0.4832 3.4959 3.2209  -0.52
C32 0.2666 3.7842 1.9159  -0.05
C33 0.4494 3.9035 4.3753  -0.06
C34 -1.7242 4.4031 3.2401  -0.05
H7 -3.4186 1.1358 8.0956  0.08
H8 -1.9128 1.8021 7.4510  0.08
H9 -3.4552 2.1883 6.6756  0.08
H10 -4.7065 -0.5870 6.9041  0.08
H11 -4.7332 0.3858 5.4182  0.09
H12 -4.1312 -1.2667 5.3737  0.07
H13 -2.5106 -1.1519 8.0072  0.07
H14 -1.8838 -1.8265 6.4965  0.07
H15 -0.9848 -0.5545 7.3232  0.09
H16 -2.1572 -1.5616 4.2533  0.10
H17 -3.1401 -3.5322 2.4549  0.09
H18 -6.6135 -2.2042 0.3640  0.08
H19 -7.2123 -1.4792 -1.5776  0.08
H20 -7.5217 -0.3017 -0.2866  0.08
H21 -7.4172 0.2295 -1.9691  0.08
H22 -5.0199 -1.4587 -2.8218  0.09
H23 -5.3235 0.2438 -3.2234  0.08
H24 -3.7941 -0.2445 -2.4672  0.06
H25 -5.7664 1.4380 0.2922  0.09
H26 -4.2619 1.5298 -0.6428  0.07
H27 -5.8120 1.9174 -1.4140  0.08
H28 -4.1894 -5.5508 2.1952  0.07
H29 -5.7983 -6.2555 2.4147  0.07
H30 -5.2860 -5.6602 0.8214  0.09
H31 -4.6901 -3.8906 4.0901  0.07
H32 -6.1313 -2.8801 4.0023  0.08
H33 -6.2873 -4.6274 4.2785  0.07
H34 -7.4053 -4.2595 0.7557  0.08
H35 -7.8139 -4.8561 2.3691  0.08
H36 -7.7499 -3.1161 2.0601  0.08
H37 -1.7048 2.5396 5.3330  0.08
H38 1.1761 3.1909 1.8277  0.08
H39 -0.3273 3.5880 1.0279  0.06
H40 0.5412 4.8442 1.9084  0.09
H41 1.3413 3.2729 4.3828  0.07
H42 0.7686 4.9415 4.2445  0.08
H43 -0.0307 3.8172 5.3519  0.07
H44 -2.3935 4.1377 2.4198  0.09
H45 -2.2816 4.3187 4.1759  0.07
H46 -1.4261 5.4477 3.1117  0.08
C35 -2.7012 3.9351 -2.5443  -0.02
C36 -1.4888 3.5498 -1.6980  -0.70
O3 -0.6914 4.4162 -1.3674  0.00
O4 -1.4505 2.3040 -1.3731  -0.23
H47 -2.4008 4.6471 -3.3125  0.07
H48 -3.4277 4.4290 -1.8951  0.07
H49 -3.1710 3.0599 -2.9909  0.06
C37 -1.3654 0.2032 -4.0188  -0.07
C38 -1.3006 -1.1868 -3.4512  -0.41
C39 -1.7193 -2.3367 -4.0912  -0.11
C40 -1.3375 -3.4184 -3.2591  -0.10
C41 -0.7136 -2.8639 -2.1595  -0.41
C42 -0.1095 -3.6074 -1.0077  -0.10
N1 -0.6894 -1.4968 -2.2593  -0.05
H50 -2.2707 0.3130 -4.6215  0.07
H51 -0.5038 0.4083 -4.6616  0.07
H52 -1.3766 1.0150 -3.2870  0.02
H53 -2.2205 -2.3778 -5.0486  0.08
H54 -1.4892 -4.4753 -3.4326  0.07
H55 0.3111 -4.5566 -1.3504  0.07
H56 -0.8389 -3.8423 -0.2247  0.03
H57 0.7000 -3.0391 -0.5430  0.03
C43 6.7665 -1.0017 -4.9323  -0.08
C44 5.5711 -0.4393 -4.2082  -0.30
C45 5.4324 0.9237 -3.9856  -0.05
C46 4.3243 1.4588 -3.3357  -0.32
C47 4.2589 2.9468 -3.1321  -0.13
C48 3.2934 0.6121 -2.8785  -0.55
Se2 1.8122 1.4533 -2.0017  0.66
C49 3.4290 -0.7714 -3.0958  -0.29
C50 2.3728 -1.7485 -2.6744  -0.09
C51 4.5555 -1.2642 -3.7503  -0.04
H58 7.5395 -0.2417 -5.0593  0.06
H59 6.4969 -1.3688 -5.9266  0.07
H60 7.2066 -1.8399 -4.3867  0.07
H61 6.2121 1.6004 -4.3255  0.10
H62 5.1467 3.4298 -3.5472  0.06
H63 4.1758 3.1924 -2.0716  0.06
H64 3.3660 3.3672 -3.5980  0.06
H65 1.8780 -1.4132 -1.7671  0.01
H66 2.8035 -2.7386 -2.5039  0.08
H67 1.5883 -1.8409 -3.4280  0.09
H68 4.6307 -2.3382 -3.9032  0.11



# C5H6O2

2 unconnected molecules or ions with the total composition C5H6O2 in a non-equilibrium geometry (ωB97M-V/def2-TZVPD, the OMol25 dataset).

LUMO energy (eV): -0.1

Last column: Löwdin charge in e.
Element x y z (Å)
C1 -1.9281 -0.2944 -0.1981  -0.07
C2 -0.5598 0.1011 0.2438  -0.29
O1 0.2846 -1.0410 0.1422  0.04
C3 1.6002 -0.8151 -0.0160  -0.52
O2 2.4128 -1.6855 -0.1435  0.13
C4 1.8954 0.6105 -0.0016  -0.16
C5 1.0765 1.5441 0.2922  0.11
H1 -2.2908 -1.1212 0.4201  0.09
H2 -2.6081 0.5568 -0.1132  0.09
H3 -1.8879 -0.6506 -1.2317  0.09
H4 -0.6076 0.4439 1.2896  0.13
H5 2.9264 0.9043 -0.1417  0.13
H6 -0.3136 1.4470 -0.5421  0.24



# C6H14N3O2

2 unconnected molecules or ions with the total composition C6H14N3O2 in a non-equilibrium geometry (ωB97M-V/def2-TZVPD, the OMol25 dataset).

LUMO energy (eV): -3.2
Total charge: +1

Last column: Löwdin charge in e.
Element x y z (Å)
C1 -1.3191 1.1037 -0.6079  -0.45
C2 1.7371 -1.1081 0.2454  0.05
C3 1.6773 0.2714 0.1088  -0.47
C4 -0.9877 -1.3108 -0.2435  -0.50
C5 2.0500 1.1131 1.2233  -0.05
C6 -1.3006 -2.4908 0.5955  0.01
N1 -1.5578 0.8645 -1.8329  0.25
N2 -1.2246 0.0141 0.2516  0.17
N3 -1.1636 2.2583 -0.0124  0.23
O1 1.3588 0.8986 -1.0724  0.01
O2 -0.7735 -1.4603 -1.4388  0.05
H1 1.5129 -1.6684 -0.6376  0.05
H2 2.0433 -1.7636 1.0677  0.09
H3 3.0633 1.1833 1.1205  0.07
H4 1.8396 0.8239 2.3164  0.13
H5 1.5286 2.0690 1.1967  0.07
H6 -2.2503 -2.9761 0.3598  0.09
H7 -1.3931 -2.1344 1.7413  0.14
H8 -0.4401 -3.2684 0.4096  0.14
H9 -1.6826 1.6769 -2.4774  0.19
H10 -0.9122 0.1882 1.2401  0.18
H11 -0.7378 3.0391 -0.5187  0.16
H12 -1.0477 2.3975 0.9439  0.11
H13 1.6805 0.3886 -1.8721  0.16
H14 -1.7007 -0.1096 -2.1068  0.13